1.
ORCA calculation (ωB97M-V/def2-TZVPD) on a 2-piece molecular cluster, C3H8FOP overall.

Output
- Spin multiplicity: 1
- HOMO-LUMO gap (spin up / spin down): 6.935 / 8.689 eV
- Lowest unoccupied orbital energy (spin up / spin down): -0.9 / -0.8 eV
- E: -635.415629 Eh
- Energy above the lowest of the compared OMol25 structures with the same formula, charge and spin: 405.4 kJ/mol

```
14
Properties=species:S:1:pos:R:3:forces:R:3
C 1.524541 0.979378 0.836454 -0.20 -2.17 1.70
C -2.530654 0.690315 0.202385 -2.02 -0.12 0.25
C 1.517270 -1.731684 -0.573028 -2.32 0.68 -0.07
O -1.916354 -0.323312 -0.494280 1.03 0.35 0.01
F 0.937371 0.741147 -1.763652 -0.29 -1.13 2.11
P 0.737596 -0.007479 -0.272145 -1.06 0.16 -2.92
H 1.520425 2.030545 0.811087 -0.09 1.14 -0.44
H 1.461739 0.578679 1.897469 0.29 0.32 -1.36
H -1.969747 1.587133 0.291295 1.23 0.86 0.23
H -2.896339 0.406922 1.220248 0.36 0.01 -0.52
H -3.437184 1.146565 -0.326763 0.75 -1.04 0.09
H 1.930622 -1.787990 -1.552841 0.51 0.43 -0.69
H 2.224765 -1.670988 0.174094 2.00 -0.46 1.41
H 0.895948 -2.639237 -0.450323 -0.19 0.98 0.19
```
Forces are in eV/Å.


2.
ORCA calculation (ωB97M-V/def2-TZVPD) on C3H8FeO3 as an isolated structure.

Output
- Spin multiplicity: 5
- HOMO-LUMO gap (spin up / spin down): 6.466 / 7.163 eV
- Lowest unoccupied orbital energy (spin up / spin down): -0.5 / -0.6 eV
- E: -1608.433335 Eh
- Energy above the lowest of the compared OMol25 structures with the same formula, charge and spin: 0.0 kJ/mol

```
15
Properties=species:S:1:pos:R:3:forces:R:3
O 0.099965 1.666966 -0.329839 0.65 -0.40 -0.02
C -1.268649 1.433880 -0.249604 -0.96 0.04 -0.11
C -1.675199 0.099143 0.384165 -0.02 0.08 0.37
O -1.348521 -1.041399 -0.374446 0.24 -0.13 -0.15
C -0.007714 -1.572173 -0.160183 -0.01 0.02 -0.09
H -1.745735 1.472731 -1.253569 0.26 0.00 0.28
H -1.771444 2.220876 0.353690 0.28 -0.17 -0.15
H -2.771513 0.098554 0.504762 0.28 0.00 -0.06
H -1.229804 0.024341 1.397414 -0.10 0.02 -0.21
H 0.119755 -2.334284 -0.948608 -0.07 0.26 0.24
H 3.556807 -0.833413 0.141444 -0.26 0.46 -0.12
H -0.014178 -2.129878 0.800601 0.08 0.23 -0.25
Fe 1.185006 0.158431 -0.317562 -2.21 0.07 -0.06
O 3.116811 0.015114 -0.048202 1.78 -0.56 0.32
H 3.754416 0.721111 0.099942 0.06 0.06 0.03
```
Forces are in eV/Å.


3.
ORCA calculation (ωB97M-V/def2-TZVPD) on an isolated ion of composition C3H8I2NO and charge +1.

Output
- Spin multiplicity: 1
- HOMO-LUMO gap: 9.222 eV
- Structure (SMILES): [NH3+]C[C@H](I)[C@H](O)I
- Lowest unoccupied orbital energy: -3.9 eV
- E: -844.195142 Eh
- Energy above the lowest of the compared OMol25 structures with the same formula, charge and spin: 68.1 kJ/mol
- Total charge: +1

```
15
Properties=species:S:1:pos:R:3:forces:R:3
N 0.215234 -0.909787 1.895523 3.29 -0.53 1.80
C -0.202108 0.116723 1.028697 -1.84 2.09 -3.71
C 0.080494 -0.303124 -0.454430 -0.95 -0.75 0.27
I 2.194189 -0.983936 -0.738251 -1.11 0.19 0.24
C -0.275972 0.648767 -1.573578 0.62 -0.80 -1.22
O 0.455104 1.830144 -1.510684 -0.70 -0.85 0.01
I -2.503043 0.781536 -1.405229 0.38 0.47 -0.28
H -0.465127 -1.367143 2.475251 -0.54 -0.09 0.44
H 1.088475 -0.627319 2.460629 -1.74 -0.56 -0.69
H 0.587710 -1.540403 1.199880 0.57 -1.59 0.22
H 0.248861 1.054505 1.175323 0.70 1.09 0.80
H -1.287009 0.259170 1.010942 0.15 -0.04 0.57
H -0.709617 -1.080090 -0.647169 1.49 -0.33 0.11
H -0.171516 -0.008393 -2.536120 -0.08 1.73 1.49
H 0.744325 2.129351 -2.380783 -0.24 -0.02 -0.07
```
Forces are in eV/Å.


4.
ORCA calculation (ωB97M-V/def2-TZVPD) on a 2-piece molecular cluster, C3H8IN2O overall.

Output
- Spin multiplicity: 3
- HOMO-LUMO gap (spin up / spin down): 4.600 / 8.055 eV
- Lowest unoccupied orbital energy (spin up / spin down): -4.2 / -5.6 eV
- E: -601.031373 Eh
- Energy above the lowest of the compared OMol25 structures with the same formula, charge and spin: 147.7 kJ/mol
- Total charge: +1

```
15
Properties=species:S:1:pos:R:3:forces:R:3
C 2.892907 0.493271 0.153048 -1.90 0.29 2.31
C -4.038817 -1.347540 -0.585498 -5.05 -0.79 -4.84
C -3.045473 -1.039864 0.254248 6.04 2.09 4.83
N 3.555718 1.538742 -0.352405 -1.61 -1.63 -0.65
N 1.584049 0.490388 0.157452 0.04 -1.30 0.30
O 0.921185 -0.611332 0.618147 2.56 -1.77 -0.18
I -2.013748 0.691837 0.115107 -0.38 0.59 -0.30
H 3.134573 -0.329534 0.911000 1.29 1.30 -1.39
H -4.273965 -0.669823 -1.351887 -0.48 0.68 -0.90
H 0.020502 -0.448848 0.884054 -0.95 1.24 0.13
H -4.603290 -2.220956 -0.568324 -0.61 -1.43 0.25
H -2.681637 -1.553438 1.088538 0.04 -0.95 0.91
H 4.369987 1.774122 0.106857 2.29 0.53 0.66
H 3.131818 2.248726 -0.952526 0.03 -0.51 0.40
H 1.046186 0.984252 -0.477806 -1.31 1.66 -1.54
```
Forces are in eV/Å.


5.
ORCA calculation (ωB97M-V/def2-TZVPD) on C3H8INOS as an isolated structure.

Output
- Spin multiplicity: 1
- HOMO-LUMO gap: 8.763 eV
- Lowest unoccupied orbital energy: -0.2 eV
- E: -944.912469 Eh
- Energy above the lowest of the compared OMol25 structures with the same formula, charge and spin: 97.5 kJ/mol

```
15
Properties=species:S:1:pos:R:3:forces:R:3
C -0.640248 -0.821010 1.201174 -1.52 2.23 2.50
C 1.441176 -0.603394 -0.176878 0.86 -0.01 -0.90
C -0.035063 -0.667840 -0.111186 -1.43 1.59 -1.93
N -0.037381 2.037158 -0.426271 0.44 -0.86 0.80
O -2.313521 0.989684 -0.637919 -1.27 0.11 0.92
S -0.981493 0.825885 -1.147179 2.78 -1.20 -0.17
I -1.045407 -2.242717 -1.523931 1.03 0.49 1.01
H -1.712634 -0.724492 1.063249 -0.38 -0.06 0.16
H -0.470649 -1.804814 1.530952 0.34 -1.25 0.84
H -0.439918 -0.038701 2.117357 0.27 -1.67 -2.61
H 1.739958 -0.644659 -1.208923 0.35 -0.15 -0.60
H 1.920055 0.313837 0.203539 -0.64 -0.19 0.34
H 1.927569 -1.431542 0.325759 -0.08 -0.25 0.19
H 0.975089 1.884926 -0.462282 -0.70 0.22 -0.21
H -0.327534 2.927680 -0.747460 -0.06 1.00 -0.36
```
Forces are in eV/Å.


6.
ORCA calculation (ωB97M-V/def2-TZVPD) on a 2-piece molecular cluster, C3H8INS overall.

Output
- Spin multiplicity: 1
- HOMO-LUMO gap (spin up / spin down): 7.865 / 7.178 eV
- Lowest unoccupied orbital energy (spin up / spin down): -0.4 / -1.1 eV
- E: -869.599651 Eh
- Energy above the lowest of the compared OMol25 structures with the same formula, charge and spin: 244.1 kJ/mol

```
14
Properties=species:S:1:pos:R:3:forces:R:3
C -0.679043 1.333930 -1.135703 -1.36 -3.12 0.19
C 0.783733 -2.237996 0.792760 1.25 -2.03 1.40
C 0.485145 1.270164 -0.208717 0.59 -1.48 0.84
N 1.382655 -2.142841 -0.476241 1.06 0.95 -1.44
S 1.922629 -0.814364 -1.043580 -1.53 0.19 0.03
I 3.804891 0.327935 0.073496 0.65 0.06 0.49
H -0.485124 1.072938 -2.170678 0.75 0.42 -0.28
H -1.470838 0.414974 -0.938595 1.51 2.85 0.19
H -1.036871 2.353999 -1.118144 -0.90 0.11 0.08
H -0.044691 -2.918095 0.711003 -0.75 -0.03 0.02
H 0.524756 -1.258206 1.096268 -0.63 0.91 0.99
H 1.457881 -2.778050 1.556448 -0.64 1.13 -0.92
H 0.245639 0.999372 0.881927 0.66 0.53 -1.79
H 1.349488 1.938935 -0.378995 -0.66 -0.49 0.22
```
Forces are in eV/Å.


7.
ORCA calculation (ωB97M-V/def2-TZVPD) on C3H8KO2 as an isolated structure.

Output
- Spin multiplicity: 1
- HOMO-LUMO gap: 10.055 eV
- Lowest unoccupied orbital energy: -3.8 eV
- E: -869.326965 Eh
- Energy above the lowest of the compared OMol25 structures with the same formula, charge and spin: 0.0 kJ/mol
- Total charge: +1

```
14
Properties=species:S:1:pos:R:3:forces:R:3
O 1.968770 -4.736147 -0.552161 0.30 -0.40 0.46
O 1.425034 -1.994380 -0.940138 0.58 -1.07 0.32
C 0.599617 -4.916407 -0.154355 -0.10 -0.37 0.23
C 0.203311 -2.415254 -0.345897 -1.06 0.00 0.44
C -0.227185 -3.811694 -0.782241 -0.24 -0.06 -0.32
H 2.514253 -5.415147 -0.102939 -0.41 0.62 -0.44
H 2.048199 -2.744286 -0.841547 -0.28 0.07 0.01
H 0.234441 -5.910040 -0.478073 0.15 0.45 0.09
H 0.514586 -4.869456 0.948374 0.05 0.00 -0.38
H -0.555917 -1.672464 -0.657809 0.30 -0.34 0.19
H 0.272820 -2.382058 0.758420 0.07 0.08 -0.41
H -0.169244 -3.881304 -1.885534 -0.07 0.00 0.44
H -1.282509 -3.973589 -0.489767 0.45 0.14 -0.16
K 2.032882 -0.010368 -2.012186 0.27 0.88 -0.47
```
Forces are in eV/Å.


8.
ORCA calculation (ωB97M-V/def2-TZVPD) on C3H8N as an isolated structure.

Output
- Spin multiplicity: 1
- HOMO-LUMO gap: 12.377 eV
- Lowest unoccupied orbital energy: -4.5 eV
- E: -173.493799 Eh
- Energy above the lowest of the compared OMol25 structures with the same formula, charge and spin: 233.5 kJ/mol
- Total charge: +1

```
12
Properties=species:S:1:pos:R:3:forces:R:3
C 1.386577 -0.621439 0.486214 1.14 -4.78 -1.52
C -0.812574 -0.941761 -0.557461 -0.74 -2.79 3.09
C -0.188539 1.622264 0.265568 -1.31 -5.15 -2.56
N 0.280628 -0.245433 0.059000 -0.54 5.27 0.98
H 2.188283 -0.134876 1.006139 -0.27 1.02 0.18
H 1.640928 -1.733447 0.195942 -0.38 1.95 0.84
H -0.601606 -1.810605 -1.186208 0.63 -0.07 0.58
H -1.373203 -0.338142 -1.136776 -1.45 2.51 -2.05
H -1.573821 -1.203250 0.293785 1.57 0.05 -1.40
H 0.560598 2.302957 0.300002 2.83 1.37 0.77
H -0.917610 1.528456 0.998645 -0.95 0.08 1.46
H -0.589663 1.575277 -0.724849 -0.52 0.53 -0.37
```
Forces are in eV/Å.


9.
ORCA calculation (ωB97M-V/def2-TZVPD) on a 2-piece molecular cluster, C3H8N overall.

Output
- Spin multiplicity: 1
- HOMO-LUMO gap: 11.194 eV
- Lowest unoccupied orbital energy: -3.9 eV
- E: -173.454529 Eh
- Energy above the lowest of the compared OMol25 structures with the same formula, charge and spin: 336.6 kJ/mol
- Total charge: +1

```
12
Properties=species:S:1:pos:R:3:forces:R:3
C -1.255521 0.578333 -0.509108 -0.42 0.03 -0.72
C 0.113512 0.715549 0.042523 -0.03 -6.10 -2.26
C 1.579107 -0.904675 -0.249146 -2.77 3.81 2.02
N -1.005233 0.205027 0.902094 1.07 1.67 -0.27
H -2.038119 1.401336 -0.579527 1.47 -0.97 -0.16
H -1.366020 -0.266312 -1.193897 -0.47 0.25 0.37
H 0.577799 1.588245 0.103297 1.58 3.76 1.44
H 0.932682 -1.404455 -0.858538 -1.65 -2.02 -1.09
H 1.587455 -1.047100 0.820548 0.49 -0.59 -0.18
H 2.419641 -0.605044 -0.797883 1.24 0.93 -0.17
H -1.304008 0.917542 1.535276 -0.58 0.07 0.83
H -1.014076 -0.727763 1.249889 0.07 -0.84 0.17
```
Forces are in eV/Å.


10.
ORCA calculation (ωB97M-V/def2-TZVPD) on one molecule with the formula C3H8N2.

Output
- Spin multiplicity: 1
- HOMO-LUMO gap: 9.655 eV
- Structure (SMILES): [H]/N=C/NCC
- Lowest unoccupied orbital energy: 1.1 eV
- E: -228.571038 Eh
- Energy above the lowest of the compared OMol25 structures with the same formula, charge and spin: 203.8 kJ/mol

```
13
Properties=species:S:1:pos:R:3:forces:R:3
H 2.594867 -1.581650 -1.218228 -0.27 -1.31 -0.05
N 1.942678 -1.286286 -0.519734 1.13 1.75 -0.28
C 0.733097 -1.003023 -0.721715 -1.64 0.29 1.44
N 0.187245 0.179578 -0.232702 0.10 -1.25 -0.69
C -1.210018 0.303615 0.205162 0.79 -0.28 0.84
C -1.305115 1.573154 1.056403 0.07 -0.74 -0.40
H -0.076664 -1.711106 -0.987954 0.26 0.24 -0.97
H 0.890521 0.688622 0.276821 0.01 0.33 0.13
H -1.431409 -0.561582 0.836927 -0.24 0.03 0.07
H -1.914197 0.272422 -0.619242 0.07 0.24 -0.31
H -1.107276 2.439605 0.419176 -0.19 0.07 0.33
H -0.526517 1.479760 1.819316 -0.15 0.31 0.03
H -2.273473 1.609970 1.556021 0.05 0.32 -0.14
```
Forces are in eV/Å.


11.
ORCA calculation (ωB97M-V/def2-TZVPD) on one molecule with the formula C3H8N2.

Output
- Spin multiplicity: 1
- HOMO-LUMO gap: 10.303 eV
- Structure (SMILES): NC[C@@H]1CN1
- Lowest unoccupied orbital energy: 1.2 eV
- E: -228.559618 Eh
- Energy above the lowest of the compared OMol25 structures with the same formula, charge and spin: 233.8 kJ/mol

```
13
Properties=species:S:1:pos:R:3:forces:R:3
N -2.063892 0.359344 0.024129 -0.18 -0.23 0.39
C -0.883358 -0.481539 -0.281195 -1.25 0.09 -1.26
C 0.306434 0.003829 0.407065 0.91 0.35 0.69
C 1.389441 0.796610 -0.228221 -0.41 -1.23 -1.05
N 1.520283 -0.676898 -0.040963 0.77 0.15 1.54
H -2.955514 -0.077890 -0.296172 1.15 0.54 0.76
H -2.075749 0.601019 1.045460 -0.36 -0.58 -1.48
H -1.026774 -1.543566 -0.022623 0.02 0.19 -0.09
H -0.597874 -0.421658 -1.360826 -0.73 -0.20 0.57
H 0.167904 0.178041 1.479054 0.22 -0.11 -0.12
H 1.365268 1.036300 -1.299400 -0.25 0.16 0.58
H 1.959022 1.442224 0.388155 0.48 0.53 0.48
H 2.093880 -0.904998 0.798301 -0.37 0.33 -1.00
```
Forces are in eV/Å.


12.
ORCA calculation (ωB97M-V/def2-TZVPD) on a 2-piece molecular cluster, C3H8N2 overall.

Output
- Spin multiplicity: 1
- HOMO-LUMO gap: 10.515 eV
- Structure (SMILES): [H]/N=C/N.C=C
- Lowest unoccupied orbital energy: 1.0 eV
- E: -228.565655 Eh
- Energy above the lowest of the compared OMol25 structures with the same formula, charge and spin: 217.9 kJ/mol

```
13
Properties=species:S:1:pos:R:3:forces:R:3
H -2.249612 -0.722138 -1.358030 0.02 -0.09 0.01
N -2.171702 0.053783 -0.710371 0.02 0.22 -0.22
C -1.777444 -0.330674 0.423287 0.33 0.12 0.28
N -1.554523 0.556863 1.471924 -0.06 -0.45 -0.08
H -1.524387 -1.365386 0.677997 -0.40 -0.13 -0.01
H -0.950725 1.336526 1.262040 -0.24 0.16 -0.03
H -1.338275 0.090839 2.336836 0.28 0.16 0.03
C 2.504869 0.159006 -0.406974 0.05 0.63 0.18
C 1.369426 -0.087810 -1.041426 0.27 -0.04 0.79
H 3.150377 0.981458 -0.701496 -0.03 -0.06 0.01
H 2.773877 -0.343455 0.516661 0.13 -0.31 -0.30
H 1.002104 0.570888 -1.812225 -0.06 -0.29 -0.34
H 0.766009 -0.899902 -0.658226 -0.32 0.07 -0.34
```
Forces are in eV/Å.


Number 1: maximum force 3.107 eV/Å. Number 2: maximum force 2.212 eV/Å. Number 3: maximum force 4.634 eV/Å. Number 4: maximum force 8.012 eV/Å. Number 5: maximum force 3.684 eV/Å. Number 6: maximum force 3.404 eV/Å. Number 7: maximum force 1.264 eV/Å. Number 8: maximum force 5.892 eV/Å. Number 9: maximum force 6.505 eV/Å. Number 10: maximum force 2.201 eV/Å. Number 11: maximum force 1.778 eV/Å. Number 12: maximum force 0.840 eV/Å.